# C2H7N

An isolated ion of composition C2H7N and charge +1 in a non-equilibrium geometry (the ωB97M-V functional and the def2-TZVPD basis, the Open Molecules 2025 dataset).

XYZ file:
```
10
Properties=species:S:1:pos:R:3:nbo_charge:R:1
C 0.27 0.64 1.01 -0.502
N 0.08 0.52 -0.47 -0.070
C -0.42 -0.74 -0.88 -0.515
H 1.16 0.04 1.39 0.298
H 0.50 1.72 1.13 0.261
H -0.69 0.53 1.60 0.268
H 0.99 0.67 -0.83 0.407
H -0.96 -1.18 -0.07 0.242
H 0.30 -1.55 -1.19 0.299
H -1.24 -0.64 -1.70 0.309
```

Summary:
**LUMO energy (alpha / beta)**: -3.6 / -9.0 eV
**Total charge**: +1
**Energy above the lowest of the compared OMol25 structures with the same formula, charge and spin**: 57.8 kJ/mol
**Expectation value of S²**: 0.754
**Largest force on an atom**: 4.83 eV/Å
**HOMO energy (alpha / beta)**: -18.0 / -18.5 eV
**2S+1**: 2
**Calculated total energy**: -134.78373 Ha
**Gap between HOMO and LUMO (alpha / beta)**: 14.40 / 9.47 eV

=====

# C19H22NO8Pt

C19H22NO8Pt as an isolated structure (the ωB97M-V functional and the def2-TZVPD basis, the Open Molecules 2025 dataset).

XYZ file:
```
51
Properties=species:S:1:pos:R:3:nbo_charge:R:1
Pt -0.57 -0.05 0.24 1.729
O -2.52 -3.62 -0.03 -0.515
C -2.33 -2.45 -0.14 0.784
O -1.47 -1.80 0.66 -0.777
C -3.14 -1.55 -1.07 -0.367
C -3.53 -0.27 -0.32 0.116
C -4.58 0.54 -1.06 -0.426
C -3.78 1.10 -2.26 -0.435
C -2.39 0.54 -2.03 0.098
O -2.33 0.57 -0.54 -0.504
C -2.32 -0.96 -2.28 -0.361
C -0.88 -1.45 -2.26 0.773
O -0.51 -2.44 -2.83 -0.527
O -0.03 -0.68 -1.57 -0.715
H -4.00 -2.12 -1.41 0.272
H -3.70 -0.39 0.75 0.224
H -4.97 1.34 -0.43 0.235
H -5.42 -0.10 -1.35 0.243
H -3.77 2.19 -2.26 0.242
H -4.17 0.77 -3.23 0.243
H -1.57 1.12 -2.43 0.262
H -2.76 -1.24 -3.24 0.274
N -0.95 0.25 2.26 -0.734
C -0.47 1.50 2.90 -0.223
C -0.75 2.68 1.99 -0.539
C 0.28 2.69 0.86 0.779
O 1.20 3.46 0.83 -0.554
O 0.09 1.80 -0.12 -0.715
H -1.95 0.10 2.37 0.412
H -0.50 -0.56 2.69 0.428
H 0.61 1.39 3.03 0.228
H -0.92 1.59 3.89 0.227
H -0.65 3.61 2.55 0.266
H -1.75 2.62 1.58 0.221
C 1.96 -2.42 -0.14 -0.730
C 2.22 -1.05 0.36 0.676
O 1.30 -0.34 0.88 -0.616
C 3.55 -0.48 0.38 -0.150
C 3.70 0.91 0.47 -0.130
C 4.97 1.47 0.45 -0.216
C 6.08 0.64 0.34 -0.121
C 5.94 -0.74 0.25 -0.219
C 4.68 -1.30 0.26 -0.142
H 0.90 -2.62 -0.26 0.266
H 2.36 -3.10 0.62 0.268
H 2.48 -2.61 -1.07 0.273
H 2.83 1.56 0.52 0.248
H 5.08 2.54 0.50 0.239
H 7.07 1.08 0.32 0.233
H 6.81 -1.37 0.17 0.236
H 4.57 -2.37 0.19 0.224
```

Summary:
**LUMO energy**: -4.7 eV
**Total charge**: +1
**Energy above the lowest of the compared OMol25 structures with the same formula, charge and spin**: 41.4 kJ/mol
**Largest force on an atom**: 0.87 eV/Å
**HOMO energy**: -12.7 eV
**Calculated total energy**: -1512.97854 Ha
**Gap between HOMO and LUMO**: 8.02 eV

=====

# C50H47N4O2P2Pd

C50H47N4O2P2Pd as an isolated structure (the ωB97M-V functional and the def2-TZVPD basis, the Open Molecules 2025 dataset).

XYZ file:
```
106
Properties=species:S:1:pos:R:3:mulliken_charge:R:1
Pd -0.32 -1.25 -1.18 -0.464
C -3.19 0.47 -1.16 -2.094
N -3.36 -0.12 0.16 0.627
C -2.27 -0.09 1.12 -2.978
P -1.11 -1.55 0.91 2.691
C -2.27 -2.91 1.32 0.394
C -2.98 -3.45 0.25 -0.717
C -3.95 -4.42 0.45 -0.629
C -4.20 -4.90 1.73 -0.523
C -3.47 -4.39 2.81 -0.668
C -2.52 -3.41 2.60 -0.345
C -0.12 -1.44 2.44 0.419
C 0.72 -2.51 2.76 -0.390
C 1.57 -2.46 3.84 -0.845
C 1.62 -1.31 4.64 -0.474
C 0.80 -0.24 4.33 -0.526
C -0.06 -0.30 3.24 -0.545
C -4.65 -0.44 0.57 1.715
C -5.76 -0.20 -0.27 -0.980
C -7.04 -0.55 0.13 -0.648
C -7.28 -1.13 1.36 -0.653
C -6.20 -1.35 2.20 -0.615
C -4.92 -1.01 1.82 -0.586
P -1.46 0.50 -1.85 1.991
C -1.97 0.83 -3.59 0.803
C -2.62 -0.20 -4.27 -0.511
C -2.95 -0.08 -5.61 -0.820
C -2.61 1.07 -6.31 -0.511
C -1.94 2.09 -5.66 -0.661
C -1.63 1.97 -4.31 -0.611
C -0.88 2.16 -1.31 -0.444
C -1.65 3.33 -1.36 -0.112
C -1.13 4.53 -0.92 -0.909
C 0.16 4.60 -0.41 -0.515
C 0.93 3.45 -0.35 -0.212
C 0.41 2.23 -0.78 -0.474
H -3.66 1.47 -1.20 0.639
H -3.73 -0.15 -1.87 0.976
H -2.67 0.02 2.13 1.128
H -1.66 0.81 0.94 0.260
H -2.75 -3.10 -0.75 0.238
H -4.50 -4.81 -0.39 0.421
H -4.95 -5.66 1.90 0.376
H -3.65 -4.77 3.81 0.394
H -1.97 -3.01 3.45 0.335
H 0.71 -3.39 2.12 0.388
H 2.22 -3.30 4.06 0.375
H 2.30 -1.26 5.48 0.352
H 0.84 0.66 4.93 0.353
H -0.67 0.56 3.01 0.067
H -5.63 0.26 -1.23 0.354
H -7.86 -0.35 -0.55 0.354
H -8.29 -1.40 1.66 0.373
H -6.35 -1.81 3.17 0.366
H -4.11 -1.24 2.50 0.130
H -2.85 -1.12 -3.75 0.463
H -3.46 -0.89 -6.11 0.399
H -2.85 1.16 -7.37 0.353
H -1.65 2.99 -6.20 0.389
H -1.10 2.78 -3.82 0.354
H -2.65 3.30 -1.77 0.419
H -1.74 5.43 -0.97 0.361
H 0.57 5.54 -0.06 0.429
H 1.94 3.48 0.05 0.517
H 0.99 1.32 -0.70 -0.021
N 1.38 -4.72 -3.13 -0.003
C 0.82 -4.35 -4.34 -0.550
C -0.16 -3.46 -4.02 -0.396
N -0.21 -3.28 -2.66 -0.025
C 0.73 -4.04 -2.16 -0.500
H 2.17 -5.32 -2.99 0.208
H 1.18 -4.74 -5.27 0.412
H -0.81 -2.92 -4.69 0.313
H 1.00 -4.09 -1.12 0.469
C 3.06 5.34 3.08 -1.732
C 3.93 4.52 2.16 1.333
C 4.88 5.16 1.37 -1.015
C 5.66 4.43 0.49 -0.950
C 5.51 3.06 0.39 -1.034
C 4.57 2.39 1.18 0.223
N 4.32 1.03 1.10 -0.121
C 4.95 0.11 0.27 -0.025
C 6.35 0.06 0.16 -0.284
C 6.96 -0.90 -0.63 -0.590
C 6.20 -1.84 -1.31 -0.725
C 4.82 -1.81 -1.19 -0.712
C 4.18 -0.86 -0.40 0.380
C 2.65 -0.91 -0.33 0.495
O 2.07 -1.62 -1.18 -0.937
O 2.08 -0.24 0.58 -0.026
C 3.78 3.13 2.09 0.873
C 2.76 2.40 2.91 -1.555
H 3.26 6.40 2.94 0.381
H 3.24 5.10 4.13 0.354
H 2.00 5.16 2.89 0.355
H 4.99 6.24 1.43 0.308
H 6.39 4.93 -0.14 0.384
H 6.10 2.50 -0.33 0.618
H 3.33 0.75 1.21 0.435
H 6.94 0.77 0.72 0.622
H 8.04 -0.91 -0.69 0.360
H 6.68 -2.59 -1.93 0.395
H 4.19 -2.51 -1.71 0.441
H 3.18 1.47 3.30 0.521
H 1.89 2.11 2.31 0.118
H 2.41 3.00 3.75 0.460
```

Summary:
**LUMO energy**: 2.6 eV
**Total charge**: -1
**Energy above the lowest of the compared OMol25 structures with the same formula, charge and spin**: 3.6 kJ/mol
**Largest force on an atom**: 0.29 eV/Å
**HOMO energy**: -3.4 eV
**Calculated total energy**: -3113.77511 Ha
**Gap between HOMO and LUMO**: 5.99 eV

=====

# C2H5NS2

One molecule with the formula C2H5NS2 in a non-equilibrium geometry (the ωB97M-V functional and the def2-TZVPD basis, the Open Molecules 2025 dataset).

XYZ file:
```
10
Properties=species:S:1:pos:R:3:nbo_charge:R:1
C 0.36 0.87 0.27 -0.312
C -1.01 -0.14 0.39 -0.273
H 1.66 0.48 -1.62 0.392
H 2.03 -0.56 -0.53 0.396
H -0.27 1.90 -0.05 0.264
H 0.75 1.13 1.42 0.250
H -1.85 -2.42 -0.24 0.140
N 1.21 0.04 -0.74 -0.914
S -0.60 -1.66 -0.38 0.139
S -2.28 0.36 1.47 -0.083
```

Summary:
**LUMO energy**: -0.3 eV
**Energy above the lowest of the compared OMol25 structures with the same formula, charge and spin**: 327.5 kJ/mol
**SMILES string**: NCC(=S)S
**Largest force on an atom**: 3.81 eV/Å
**HOMO energy**: -8.4 eV
**Calculated total energy**: -930.21472 Ha
**Gap between HOMO and LUMO**: 8.12 eV

=====

# C5H8S

C5H8S as an isolated structure in a non-equilibrium geometry (the ωB97M-V functional and the def2-TZVPD basis, the Open Molecules 2025 dataset).

XYZ file:
```
14
Properties=species:S:1:pos:R:3:nbo_charge:R:1
C 1.87 0.57 -1.06 -0.385
C 1.12 -0.37 -0.47 -0.187
C -0.33 0.01 -0.12 -0.266
C -0.76 0.83 1.19 -0.537
C -1.28 -1.19 0.10 -0.513
H 1.54 1.59 -1.18 0.192
H 2.90 0.36 -1.41 0.200
H 1.56 -1.32 -0.11 0.207
H -0.61 0.51 -1.03 0.219
H -0.92 1.94 0.96 0.225
H -0.15 0.62 2.06 0.214
H -0.84 -1.93 0.77 0.211
H -1.82 -1.53 -0.86 0.230
S -2.28 -0.08 1.14 0.188
```

Summary:
**LUMO energy**: 1.0 eV
**Energy above the lowest of the compared OMol25 structures with the same formula, charge and spin**: 157.9 kJ/mol
**Largest force on an atom**: 2.68 eV/Å
**HOMO energy**: -8.5 eV
**Calculated total energy**: -593.42809 Ha
**Gap between HOMO and LUMO**: 9.49 eV

=====

# C33H52F5N6OP

A 7-piece molecular cluster, C33H52F5N6OP overall in a non-equilibrium geometry (the ωB97M-V functional and the def2-TZVPD basis, the Open Molecules 2025 dataset).

XYZ file:
```
98
Properties=species:S:1:pos:R:3:mulliken_charge:R:1
F -5.17 4.74 1.56 -0.255
C -5.52 3.63 2.25 0.689
F -6.78 3.32 1.82 -0.263
F -5.53 3.95 3.55 -0.238
C -4.60 2.41 1.98 0.483
F -4.87 1.44 2.91 -0.293
F -4.86 1.91 0.72 -0.314
P -2.70 2.82 1.99 0.543
C -0.82 3.13 2.01 -1.017
O -0.08 2.50 0.96 -0.315
C -0.77 2.45 -0.23 -0.422
C -0.97 3.53 -1.10 -0.067
C -1.67 3.36 -2.33 -0.478
C -2.20 2.11 -2.76 -0.601
C -2.01 0.99 -1.84 -0.413
C -1.31 1.18 -0.63 0.020
H -2.77 3.26 3.36 0.001
H -2.47 1.42 1.80 -0.104
H -2.91 3.79 0.98 0.037
H -0.45 2.67 2.96 0.465
H -0.61 4.22 2.10 0.364
H -0.57 4.53 -0.86 0.439
H -1.83 4.20 -3.02 0.333
H -2.71 2.01 -3.72 0.377
H -2.39 0.00 -2.11 0.460
H -1.16 0.30 0.02 0.537
C -1.53 -2.01 4.29 -1.327
C -2.77 -1.32 3.73 -0.077
C -3.33 -2.02 2.48 -0.232
C -2.30 -2.01 1.41 0.404
N -1.50 -2.00 0.57 -0.653
H -0.71 -1.99 3.58 0.321
H -1.19 -1.50 5.19 0.400
H -1.74 -3.05 4.55 0.318
H -2.53 -0.28 3.50 -0.127
H -3.55 -1.31 4.50 0.432
H -4.22 -1.50 2.13 0.368
H -3.60 -3.05 2.71 0.173
C 4.68 2.12 -1.11 -1.134
C 4.57 3.64 -1.23 -0.381
C 4.16 4.31 0.07 -0.326
C 2.82 3.82 0.50 0.224
N 1.78 3.44 0.82 -0.346
H 3.71 1.67 -0.86 0.271
H 5.00 1.68 -2.06 0.346
H 5.40 1.84 -0.34 0.309
H 3.85 3.88 -2.02 0.313
H 5.54 4.04 -1.55 0.290
H 4.11 5.39 -0.06 0.212
H 4.88 4.10 0.86 0.210
C -2.01 -6.15 -0.71 -0.616
C -3.25 -6.75 -0.07 -0.608
C -3.87 -5.83 0.98 -0.404
C -2.90 -5.58 2.07 0.244
N -2.14 -5.40 2.92 -0.466
H -1.21 -6.00 0.02 -0.056
H -1.61 -6.82 -1.48 0.447
H -2.23 -5.19 -1.19 0.146
H -3.00 -7.71 0.38 0.323
H -3.99 -6.95 -0.85 0.352
H -4.77 -6.29 1.41 0.392
H -4.16 -4.88 0.54 0.261
C 1.98 -5.23 1.21 -0.725
C 2.93 -6.20 0.50 -0.429
C 3.06 -5.92 -1.00 -0.435
C 1.74 -6.06 -1.66 0.286
N 0.71 -6.17 -2.17 -0.434
H 0.96 -5.32 0.82 -0.053
H 1.94 -5.45 2.27 0.341
H 2.30 -4.20 1.08 0.310
H 2.57 -7.22 0.66 0.290
H 3.91 -6.13 0.96 0.306
H 3.75 -6.63 -1.45 0.284
H 3.43 -4.91 -1.17 0.272
C -2.79 -3.74 -4.18 -0.937
C -3.87 -2.79 -4.67 -0.432
C -3.46 -2.00 -5.91 -0.439
C -2.27 -1.18 -5.63 0.251
N -1.34 -0.53 -5.40 -0.438
H -1.88 -3.21 -3.88 0.377
H -3.13 -4.30 -3.31 0.121
H -2.52 -4.46 -4.96 0.339
H -4.13 -2.10 -3.86 0.249
H -4.78 -3.37 -4.89 0.349
H -4.28 -1.35 -6.23 0.289
H -3.24 -2.68 -6.74 0.297
C 7.06 7.82 2.17 -1.127
C 7.99 6.84 1.45 -0.390
C 8.06 7.10 -0.06 -0.414
C 6.72 6.95 -0.67 0.277
N 5.67 6.83 -1.14 -0.481
H 6.03 7.73 1.83 0.323
H 7.07 7.62 3.24 0.328
H 7.39 8.85 2.02 0.313
H 7.64 5.82 1.63 0.259
H 8.99 6.92 1.87 0.319
H 8.74 6.39 -0.53 0.273
H 8.43 8.10 -0.26 0.311
```

Summary:
**LUMO energy**: 0.6 eV
**SMILES string**: FC(F)(F)C(F)(F)[PH3]COc1ccccc1.CCCC#N.CCCC#N.CCCC#N.CCCC#N.CCCC#N.CCCC#N
**Largest force on an atom**: 4.34 eV/Å
**HOMO energy**: -7.8 eV
**Calculated total energy**: -2532.90729 Ha
**Gap between HOMO and LUMO**: 8.40 eV

=====

Q: What is the largest force on an atom in the sixth record?
A: 4.34 eV/Å